Entry A
Computed, not measured: C19H22N4O3 in the gas phase, with wB97M-V/def2-TZVPD.

Calculated values
HOMO energy   -7.8270 eV
Molecular weight   354.4 g mol⁻¹

Last column: Mulliken charge in e.
Geometry (Å):
C: -9.00 -1.69 -0.58  -0.65
O: -7.63 -1.32 -0.55  -0.30
C: -7.30 -0.37 0.35  0.70
O: -8.11 0.14 1.08  -0.62
C: -5.86 -0.04 0.32  0.09
C: -4.97 -0.66 -0.55  -0.75
C: -3.63 -0.32 -0.54  -0.54
C: -3.16 0.64 0.35  0.98
N: -1.82 1.03 0.42  -0.07
C: -0.76 0.58 -0.32  0.64
O: -0.83 -0.26 -1.19  -0.65
C: 0.53 1.30 0.08  -1.14
N: 1.68 0.80 -0.64  0.17
C: 2.05 -0.54 -0.22  -0.46
C: 3.18 -1.06 -1.12  -1.11
N: 4.32 -0.17 -1.06  0.08
C: 5.31 -0.42 -0.16  1.01
C: 6.37 0.47 0.08  -0.51
C: 7.37 0.10 0.95  -0.57
C: 7.32 -1.15 1.57  -0.46
C: 6.24 -1.96 1.26  -0.45
N: 5.27 -1.62 0.44  -0.34
C: 3.93 1.16 -1.46  -1.20
C: 2.82 1.69 -0.55  -0.51
C: -4.06 1.26 1.22  -0.45
C: -5.39 0.92 1.21  -0.97
H: -9.09 -2.45 -1.35  0.23
H: -9.62 -0.82 -0.82  0.29
H: -9.31 -2.08 0.39  0.29
H: -5.33 -1.41 -1.24  0.43
H: -2.94 -0.80 -1.22  0.55
H: -1.63 1.74 1.11  0.21
H: 0.65 1.22 1.18  0.37
H: 0.40 2.36 -0.17  0.43
H: 1.18 -1.19 -0.33  0.39
H: 2.39 -0.56 0.83  0.33
H: 3.50 -2.05 -0.79  0.50
H: 2.83 -1.10 -2.15  0.33
H: 6.42 1.43 -0.40  0.21
H: 8.20 0.77 1.15  0.39
H: 8.09 -1.47 2.26  0.38
H: 6.14 -2.94 1.71  0.38
H: 4.78 1.84 -1.45  0.44
H: 3.54 1.10 -2.49  0.37
H: 2.52 2.69 -0.88  0.50
H: 3.21 1.76 0.48  0.30
H: -3.70 2.01 1.92  0.32
H: -6.09 1.40 1.88  0.45

---

Entry B
Computed, not measured: C19H22N4O3 in the gas phase, with wB97M-V/def2-TZVPD.

Calculated values
HOMO energy   -7.9601 eV
Molecular weight   354.4 g mol⁻¹

Last column: Mulliken charge in e.
Geometry (Å):
C: -4.32 -6.12 0.13  0.09
C: -3.23 -5.60 0.17  -1.50
C: -1.81 -5.24 0.04  0.98
C: -0.90 -6.39 0.59  -0.75
C: -1.30 -7.30 1.81  0.43
O: -1.93 -8.30 1.56  -0.51
O: -0.80 -7.07 3.06  -0.44
C: -1.44 -3.94 0.74  -1.22
C: -0.35 -3.24 -0.05  0.68
N: -0.56 -2.28 -0.82  -0.52
C: 0.68 -1.85 -1.19  0.52
C: 0.93 -0.61 -2.24  -0.76
C: 0.61 0.66 -1.57  -0.51
C: 1.76 0.93 -0.64  -0.53
C: 1.73 2.42 -0.35  0.35
C: 1.55 2.60 1.00  -0.54
C: 1.11 3.81 1.58  -1.11
C: 1.00 4.87 0.68  0.80
C: 1.30 4.62 -0.68  0.25
N: 1.59 3.43 -1.23  -0.73
N: 1.13 5.62 -1.60  -0.34
C: 0.88 7.04 -1.06  -0.70
C: -0.04 6.97 0.12  -0.80
C: 0.45 6.17 1.27  -0.43
N: 1.63 -2.48 -0.62  -0.51
O: 0.95 -3.57 0.04  -0.15
H: -5.15 -6.71 0.25  0.51
H: -1.64 -5.26 -1.04  0.41
H: -0.83 -7.14 -0.27  0.37
H: 0.15 -6.13 0.81  0.33
H: -1.11 -7.84 3.53  0.34
H: -1.23 -4.19 1.77  0.46
H: -2.30 -3.30 0.86  0.43
H: 1.97 -0.57 -2.61  0.36
H: 0.27 -0.75 -3.14  0.35
H: 0.54 1.45 -2.33  0.36
H: -0.35 0.65 -1.03  0.27
H: 1.65 0.34 0.21  0.35
H: 2.75 0.66 -1.07  0.43
H: 1.54 1.75 1.64  0.37
H: 0.82 4.04 2.59  0.44
H: 0.66 5.37 -2.40  0.25
H: 1.84 7.47 -0.70  0.28
H: 0.35 7.63 -1.76  0.41
H: -0.17 7.99 0.47  0.38
H: -1.00 6.43 -0.04  0.34
H: -0.56 6.20 1.77  0.24
H: 1.23 6.77 1.74  0.28

---

Sorted by energy, starting with the most stable: entry A, entry B.

---

Entry A
Computed, not measured: C19H24O4 in the gas phase, with wB97M-V/def2-TZVPD.

Calculated values
HOMO energy   -8.1931 eV
Molecular weight   316.4 g mol⁻¹

Last column: Mulliken charge in e.
Geometry (Å):
C: 0.00 -0.39 3.97  -1.01
C: 1.32 -1.13 4.21  -0.49
C: 2.31 -0.90 3.06  -0.63
O: 1.80 -1.42 1.84  -0.31
C: 1.35 -0.55 0.88  0.98
C: 1.98 0.66 0.60  -1.31
C: 1.49 1.52 -0.35  -1.18
C: 0.36 1.19 -1.10  0.59
C: -0.22 2.04 -2.11  1.28
C: -1.28 1.59 -2.83  1.05
C: -1.87 0.27 -2.56  -0.20
O: -2.81 -0.18 -3.16  -0.68
O: -1.31 -0.48 -1.57  -0.62
C: -0.23 -0.05 -0.87  -0.34
C: 0.25 -0.94 0.11  0.70
O: -0.45 -2.09 0.25  -0.33
C: 0.23 -3.33 0.45  -0.70
C: -0.14 -3.95 1.79  0.25
C: -1.63 -4.26 1.87  -1.32
C: -1.94 2.36 -3.93  -0.93
C: -1.05 3.49 -4.42  -0.81
C: -0.53 4.28 -3.23  -1.01
C: 0.37 3.40 -2.37  -1.03
H: -0.67 -0.55 4.81  0.36
H: 0.18 0.68 3.88  0.35
H: -0.48 -0.74 3.07  0.12
H: 1.79 -0.78 5.13  0.43
H: 1.13 -2.20 4.31  0.27
H: 3.24 -1.44 3.27  0.24
H: 2.53 0.17 2.99  0.40
H: 2.87 0.94 1.15  0.56
H: 2.01 2.45 -0.53  0.40
H: -0.09 -3.98 -0.36  0.44
H: 1.31 -3.18 0.39  0.36
H: 0.14 -3.26 2.59  -0.32
H: 0.44 -4.87 1.92  0.40
H: -1.90 -4.64 2.86  0.38
H: -2.20 -3.35 1.68  0.29
H: -1.91 -5.00 1.13  0.34
H: -2.88 2.77 -3.55  0.34
H: -2.20 1.67 -4.73  0.36
H: -0.20 3.08 -4.98  0.32
H: -1.61 4.14 -5.10  0.35
H: -1.38 4.63 -2.63  0.37
H: 0.03 5.16 -3.56  0.38
H: 1.33 3.26 -2.86  0.41
H: 0.56 3.89 -1.41  0.49

---

Entry B
Computed, not measured: C19H24O4 in the gas phase, with wB97M-V/def2-TZVPD.

Calculated values
HOMO energy   -8.3962 eV
Molecular weight   316.4 g mol⁻¹

Last column: Mulliken charge in e.
Geometry (Å):
C: -2.26 6.26 -0.35  -1.19
C: -2.20 4.73 -0.46  -0.35
C: -1.32 4.00 0.63  0.39
C: 0.14 4.18 0.36  -1.63
C: -1.67 2.55 0.75  -1.04
C: -1.43 1.37 -0.01  1.21
C: -1.13 1.52 -1.48  -1.36
C: -1.72 0.01 0.58  -0.44
C: -1.34 -1.13 -0.14  -0.26
C: -1.71 -2.48 0.35  0.64
O: -2.43 -2.51 1.32  -0.62
C: -1.19 -3.72 -0.37  -1.64
C: 0.34 -3.69 -0.25  0.96
C: 0.94 -3.29 -1.37  -0.88
C: 2.23 -2.74 -1.29  0.56
O: 2.74 -2.16 -2.47  -0.56
C: 2.98 -2.86 -0.05  0.38
C: 4.44 -2.45 -0.06  -1.41
C: 2.42 -3.48 1.02  0.16
O: 3.04 -3.68 2.21  -0.67
C: 1.02 -3.87 0.96  0.36
C: 0.20 -4.27 2.13  -0.10
O: 0.82 -4.68 3.09  -0.63
H: -3.23 6.53 -0.89  0.34
H: -2.19 6.67 0.67  0.30
H: -1.51 6.90 -0.94  0.28
H: -2.04 4.38 -1.51  0.20
H: -3.28 4.40 -0.28  0.34
H: -1.66 4.52 1.60  0.45
H: 0.51 4.05 -0.64  0.30
H: 0.85 3.67 0.98  0.48
H: 0.39 5.26 0.60  0.36
H: -2.08 2.27 1.69  0.33
H: -0.92 2.54 -1.73  0.30
H: -1.95 1.10 -1.95  0.37
H: -0.18 0.89 -1.66  0.21
H: -2.32 -0.05 1.44  0.50
H: -0.65 -1.20 -1.02  0.17
H: -1.44 -3.82 -1.42  0.46
H: -1.54 -4.68 0.07  0.38
H: 0.53 -3.37 -2.40  0.28
H: 3.64 -1.86 -2.36  0.23
H: 4.74 -1.58 0.57  0.27
H: 4.79 -2.20 -1.10  0.34
H: 5.06 -3.36 0.28  0.29
H: 2.39 -4.13 2.79  0.43
H: -0.82 -4.52 2.12  0.50

---

Sorted by energy, starting with the most stable: entry A, entry B.

---

Entry A
Computed, not measured: a gas-phase ion, C6H17NOP (charge +1), with wB97M-V/def2-TZVPD.

Calculated values
HOMO energy   -13.1565 eV
Molecular weight   150.2 g mol⁻¹
Total charge   +1

Last column: Mulliken charge in e.
Geometry (Å):
C: 1.04 2.39 -0.33  -0.83
N: 0.71 1.05 -0.79  -0.06
C: 0.99 -0.09 0.13  1.08
C: 2.23 -0.09 0.92  -1.66
P: 0.56 -1.56 -1.09  -0.10
C: -0.12 -0.21 1.23  -1.37
C: -1.54 -0.46 0.84  -0.77
O: -1.59 -0.41 -0.63  -0.51
C: -2.72 -0.98 -1.19  -0.84
H: 1.00 3.24 -1.03  0.34
H: 0.22 2.58 0.30  0.34
H: 2.04 2.55 0.10  0.33
H: 1.09 0.82 -1.73  0.40
H: -0.40 0.96 -0.78  0.39
H: 2.88 0.52 0.36  0.50
H: 2.21 0.06 1.97  0.36
H: 2.74 -1.07 0.81  0.36
H: 1.77 -2.16 -0.96  0.08
H: -0.14 -2.30 -0.02  0.07
H: 0.14 -1.03 1.88  0.43
H: 0.06 0.72 1.83  0.53
H: -2.21 0.30 1.21  0.43
H: -1.87 -1.43 1.13  0.53
H: -2.81 -0.75 -2.25  0.30
H: -3.60 -0.57 -0.77  0.36
H: -2.68 -2.08 -1.14  0.31

---

Entry B
Computed, not measured: 2 unconnected molecules or ions with the total composition C6H17NOP, with wB97M-V/def2-TZVPD.

Calculated values
HOMO energy   -13.8343 eV
Molecular weight   150.2 g mol⁻¹
Total charge   +1

Last column: Mulliken charge in e.
Geometry (Å):
C: 2.12 1.65 1.12  -1.15
C: -3.64 0.45 -0.91  -0.91
C: -2.97 -0.14 1.30  -0.20
C: 1.81 -1.55 1.02  -1.15
C: 1.72 -1.03 -1.79  -1.29
C: 1.33 1.24 -0.09  -0.53
N: -2.66 0.12 0.08  0.00
O: -0.43 -0.82 -0.22  -0.81
P: 1.07 -0.57 -0.28  1.10
H: 2.16 2.85 0.95  0.32
H: 3.17 1.18 1.21  0.28
H: 1.65 1.31 2.03  0.36
H: -3.04 0.67 -1.79  0.31
H: -4.38 -0.35 -1.18  0.32
H: -4.23 1.35 -0.67  0.37
H: -4.02 -0.16 1.55  0.32
H: 0.36 1.79 0.03  0.34
H: -2.16 -0.57 2.02  0.22
H: 2.07 -2.49 0.60  0.39
H: 2.79 -1.07 1.14  0.38
H: 1.28 -1.70 1.98  0.31
H: 1.42 -0.40 -2.69  0.36
H: 2.82 -1.09 -1.90  0.41
H: 1.47 -2.04 -2.17  0.38
H: 1.87 1.47 -1.00  0.44
H: -1.57 -0.11 -0.34  0.43

---

Sorted by energy, starting with the most stable: entry B, entry A.